Density functional theory data (wB97M-V/def2-TZVPD) for a 5-piece molecular cluster, C44H68O14 overall in a non-equilibrium geometry.

Each line ends with the Löwdin charge.
Positions of all 126 atoms, in Å:
O -3.303 3.563 2.174  0.042
C -2.505 3.406 1.212  -0.263
C -2.561 2.132 0.217  -0.035
C -2.845 0.675 0.734  -0.002
C -2.855 -0.550 -0.263  -0.041
C -2.618 -0.239 -1.787  -0.046
C -2.332 1.215 -2.323  0.003
C -2.297 2.391 -1.316  -0.046
C -1.970 3.924 -1.716  -0.255
O -2.360 4.469 -2.779  0.049
C -1.042 4.698 -0.641  -0.034
C 0.101 5.645 -1.076  0.052
C 0.973 6.309 0.058  -0.122
C 2.169 7.235 -0.462  -0.161
C 2.053 8.273 -1.610  -0.034
C 3.321 9.071 -2.025  -0.070
C 4.727 8.900 -1.345  -0.052
C 4.807 7.872 -0.151  -0.062
C 3.548 7.070 0.257  -0.038
C 0.709 6.047 1.586  -0.004
C -0.457 5.086 2.032  0.015
C -1.303 4.438 0.895  -0.042
H -3.031 0.450 1.850  0.108
H -3.032 -1.610 0.137  0.086
H -2.632 -1.158 -2.479  0.088
H -2.145 1.423 -3.436  0.108
H 0.348 5.889 -2.176  0.119
H 1.067 8.432 -2.173  0.100
H 3.263 9.821 -2.880  0.081
H 5.640 9.482 -1.693  0.086
H 5.843 7.777 0.333  0.092
H 3.616 6.324 1.118  0.091
H 1.356 6.529 2.409  0.103
H -0.624 4.877 3.149  0.110
C -2.284 -7.824 2.052  -0.112
O -2.907 -7.584 0.806  -0.195
C -4.128 -6.859 0.889  -0.178
C -4.147 -5.630 -0.023  -0.170
O -3.204 -4.595 0.252  -0.136
C -1.816 -4.907 0.139  -0.166
C -1.295 -5.296 -1.248  -0.180
O -1.873 -6.498 -1.735  -0.196
C -2.477 -6.387 -3.013  -0.109
H -2.538 -8.831 2.402  0.087
H -1.200 -7.781 1.907  0.087
H -2.549 -7.088 2.815  0.086
H -4.345 -6.552 1.919  0.107
H -4.924 -7.540 0.566  0.128
H -5.131 -5.162 0.092  0.110
H -4.092 -5.915 -1.072  0.102
H -1.535 -5.640 0.893  0.103
H -1.290 -3.989 0.431  0.119
H -0.217 -5.475 -1.163  0.127
H -1.437 -4.461 -1.944  0.116
H -2.816 -5.370 -3.228  0.085
H -3.348 -7.048 -3.035  0.086
H -1.770 -6.717 -3.781  0.087
C 0.843 0.277 1.014  -0.112
O 2.051 -0.452 1.097  -0.195
C 1.918 -1.724 1.714  -0.182
C 2.481 -2.858 0.856  -0.172
O 1.851 -3.099 -0.401  -0.131
C 1.899 -2.059 -1.378  -0.172
C 3.279 -1.655 -1.907  -0.184
O 4.115 -1.107 -0.899  -0.201
C 5.376 -1.742 -0.768  -0.108
H 0.786 0.991 1.844  0.089
H 0.849 0.847 0.079  0.089
H -0.044 -0.361 1.011  0.066
H 0.871 -1.941 1.962  0.118
H 2.484 -1.686 2.651  0.126
H 2.353 -3.785 1.427  0.127
H 3.557 -2.758 0.721  0.100
H 1.335 -1.195 -1.030  0.100
H 1.327 -2.442 -2.232  0.125
H 3.133 -0.871 -2.659  0.126
H 3.748 -2.510 -2.407  0.121
H 5.356 -2.783 -1.099  0.087
H 5.657 -1.725 0.288  0.086
H 6.127 -1.182 -1.336  0.086
C 7.844 2.602 -0.327  -0.115
O 7.223 2.841 -1.573  -0.199
C 5.984 3.537 -1.491  -0.177
C 5.941 4.776 -2.389  -0.170
O 6.857 5.830 -2.098  -0.135
C 8.251 5.547 -2.208  -0.173
C 8.786 5.180 -3.596  -0.186
O 8.233 3.971 -4.095  -0.199
C 7.633 4.082 -5.375  -0.110
H 7.612 1.586 0.011  0.083
H 8.928 2.672 -0.466  0.087
H 7.558 3.324 0.442  0.086
H 5.755 3.828 -0.458  0.119
H 5.206 2.842 -1.825  0.127
H 4.946 5.219 -2.274  0.122
H 6.008 4.504 -3.441  0.100
H 8.543 4.812 -1.459  0.100
H 8.757 6.473 -1.904  0.127
H 9.867 5.021 -3.507  0.125
H 8.631 6.017 -4.286  0.119
H 7.275 5.094 -5.583  0.087
H 6.775 3.404 -5.406  0.086
H 8.349 3.771 -6.142  0.086
C -7.413 -0.897 2.206  -0.110
O -7.514 -2.306 2.150  -0.195
C -6.265 -2.985 2.125  -0.176
C -6.159 -4.059 3.212  -0.170
O -6.201 -3.623 4.570  -0.117
C -7.393 -2.987 5.029  -0.172
C -8.676 -3.824 5.038  -0.186
O -9.078 -4.227 3.738  -0.199
C -9.271 -5.624 3.587  -0.111
H -7.521 -0.480 1.199  0.088
H -8.240 -0.519 2.817  0.087
H -6.479 -0.550 2.655  0.085
H -5.424 -2.286 2.220  0.118
H -6.188 -3.473 1.147  0.112
H -5.182 -4.540 3.095  0.117
H -6.884 -4.856 3.054  0.101
H -7.535 -2.042 4.508  0.100
H -7.186 -2.706 6.069  0.128
H -9.481 -3.198 5.439  0.125
H -8.556 -4.678 5.713  0.120
H -8.672 -6.207 4.292  0.086
H -8.969 -5.900 2.573  0.085
H -10.333 -5.861 3.710  0.087

For the frontier orbital gap, the calculation gives 0.267 Eh. The SMILES is O=C1c2ccccc2C(=O)c2cc(-c3ccccc3)ccc21.COCCOCCOC.COCCOCCOC.COCCOCCOC.COCCOCCOC. The calculation puts the HOMO energy at -8.482 eV.

***

Density functional theory data (wB97M-V/def2-TZVPD) for a 13-piece molecular cluster, C44H69N9O4 overall in a non-equilibrium geometry.

Each line ends with the Löwdin charge.
Positions of all 126 atoms, in Å:
N -1.764 5.438 1.097  -0.008
C -2.256 6.702 1.024  -0.140
C -1.990 7.341 2.252  -0.110
C -1.324 6.408 3.056  -0.140
C -1.105 5.253 2.331  -0.119
H -1.855 4.709 0.404  0.139
H -2.776 6.899 0.099  0.103
H -2.296 8.343 2.516  0.085
H -1.078 6.472 4.106  0.090
H -0.461 4.410 2.532  0.097
N -6.521 3.137 1.704  0.004
C -7.377 2.072 1.617  -0.110
C -7.613 1.723 2.975  -0.134
C -6.920 2.540 3.851  -0.126
C -6.360 3.443 3.041  -0.170
H -6.162 3.689 0.938  0.146
H -7.686 1.671 0.663  0.098
H -8.334 0.997 3.321  0.083
H -6.919 2.485 4.930  0.103
H -5.666 4.240 3.262  0.108
N -0.272 -4.919 -0.412  0.004
C -0.031 -5.829 -1.450  -0.129
C -0.521 -7.099 -1.083  -0.124
C -1.118 -6.962 0.173  -0.134
C -0.923 -5.644 0.631  -0.110
H -0.055 -3.937 -0.505  0.133
H 0.462 -5.462 -2.338  0.095
H -0.530 -8.012 -1.659  0.089
H -1.675 -7.776 0.613  0.088
H -1.268 -5.100 1.497  0.089
N 4.262 -3.160 5.971  0.002
C 3.315 -3.265 4.952  -0.112
C 4.013 -3.812 3.888  -0.139
C 5.317 -4.174 4.251  -0.117
C 5.439 -3.724 5.533  -0.162
H 4.078 -2.880 6.923  0.142
H 2.267 -3.008 5.002  0.100
H 3.663 -4.058 2.896  0.090
H 6.054 -4.684 3.650  0.094
H 6.269 -3.800 6.220  0.102
N 7.270 -3.373 -0.771  -0.002
C 6.366 -2.352 -1.107  -0.127
C 5.164 -2.951 -1.493  -0.119
C 5.367 -4.355 -1.468  -0.117
C 6.693 -4.584 -1.111  -0.140
H 8.257 -3.314 -0.566  0.138
H 6.564 -1.312 -0.894  0.094
H 4.247 -2.417 -1.695  0.087
H 4.563 -5.000 -1.791  0.087
H 7.266 -5.500 -1.103  0.100
N 8.667 0.192 2.774  -0.016
C 7.409 0.790 2.701  -0.096
C 7.707 2.073 2.281  -0.137
C 9.060 2.232 2.276  -0.168
C 9.693 1.067 2.485  -0.127
H 8.796 -0.777 3.026  0.137
H 6.506 0.213 2.835  0.105
H 6.963 2.814 2.029  0.093
H 9.609 3.072 1.876  0.098
H 10.711 0.707 2.448  0.110
N -1.181 0.238 1.424  -0.006
C -0.058 0.293 0.653  -0.138
C -0.451 0.745 -0.573  -0.146
C -1.817 0.882 -0.555  -0.134
C -2.296 0.574 0.734  -0.116
H -1.180 -0.021 2.400  0.148
H 0.910 0.129 1.102  0.109
H 0.188 1.091 -1.371  0.095
H -2.391 1.216 -1.406  0.087
H -3.308 0.627 1.106  0.104
N 4.328 4.258 -3.523  0.004
C 4.020 4.084 -2.188  -0.155
C 2.930 4.803 -1.894  -0.126
C 2.499 5.484 -3.078  -0.095
C 3.377 5.069 -4.061  -0.163
H 5.151 3.832 -3.923  0.147
H 4.685 3.463 -1.607  0.107
H 2.409 4.955 -0.961  0.093
H 1.619 6.084 -3.260  0.088
H 3.439 5.308 -5.112  0.101
N 1.317 0.646 -6.200  0.001
C 0.452 -0.393 -5.965  -0.151
C 0.569 -1.312 -6.977  -0.131
C 1.599 -0.884 -7.797  -0.113
C 2.088 0.318 -7.256  -0.143
H 1.390 1.514 -5.690  0.148
H -0.281 -0.368 -5.173  0.102
H -0.049 -2.198 -6.986  0.095
H 2.049 -1.434 -8.610  0.088
H 2.887 0.997 -7.516  0.103
C -3.213 3.571 -6.496  -0.081
C -2.605 4.976 -6.624  -0.328
O -2.784 5.639 -5.397  -0.091
H -2.517 2.944 -5.939  0.066
H -3.272 3.029 -7.441  0.068
H -4.244 3.546 -6.145  0.075
H -3.212 5.593 -7.287  0.104
H -1.574 4.980 -6.979  0.107
H -2.523 6.556 -5.506  0.080
C -4.710 -2.901 -4.859  -0.084
C -4.524 -2.966 -3.341  -0.331
O -4.779 -4.280 -2.903  -0.083
H -5.688 -3.305 -5.118  0.070
H -3.959 -3.470 -5.408  0.073
H -4.732 -1.888 -5.262  0.068
H -5.074 -2.228 -2.758  0.105
H -3.465 -2.810 -3.132  0.101
H -4.352 -4.437 -2.058  0.079
C -6.356 -5.196 2.669  -0.075
C -5.801 -3.706 2.703  -0.347
O -5.644 -3.273 3.986  -0.060
H -6.165 -5.559 1.659  0.058
H -7.412 -5.242 2.933  0.064
H -5.789 -5.937 3.232  0.063
H -6.516 -3.131 2.114  0.100
H -4.914 -3.604 2.077  0.104
H -6.513 -3.151 4.375  0.092
C -0.445 1.441 6.566  -0.088
C -1.830 0.860 6.463  -0.373
O -1.843 -0.420 5.968  -0.063
H -0.371 2.286 7.250  0.073
H -0.092 1.868 5.627  0.066
H 0.285 0.713 6.921  0.077
H -2.487 1.450 5.825  0.112
H -2.204 0.930 7.485  0.106
H -2.732 -0.766 5.861  0.091

For the frontier orbital gap, the calculation gives 0.299 Eh. The calculation puts the HOMO energy at -8.028 eV.

***

Density functional theory data (wB97M-V/def2-TZVPD) for C44H70BN10O8Pb as an isolated structure in a non-equilibrium geometry.

Each line ends with the Löwdin spin population.
Positions of all 134 atoms, in Å:
Pb -21.335 -16.967 13.266  0.000
O -22.605 -9.265 8.961  0.270
C -21.980 -9.825 9.870  0.064
O -21.601 -11.116 9.890  0.068
B -20.808 -11.461 11.144  0.005
O -20.848 -10.174 11.897  0.047
C -21.530 -9.252 11.243  0.065
O -21.723 -8.060 11.516  0.416
O -19.452 -12.022 10.870  0.001
C -19.509 -13.294 11.105  0.000
O -18.519 -14.092 10.988  0.000
C -20.906 -13.654 11.748  0.000
O -21.526 -12.527 11.882  0.001
O -21.303 -14.832 11.950  0.000
C -23.798 -13.923 9.446  0.001
C -24.058 -15.151 8.556  0.000
C -22.718 -15.881 8.299  0.000
C -22.234 -16.611 9.476  0.000
N -21.776 -17.175 10.382  0.000
H -24.685 -13.292 9.499  0.000
H -22.984 -13.298 9.078  0.001
H -23.635 -14.233 10.478  0.000
H -24.407 -14.784 7.591  0.000
H -24.768 -15.839 9.017  0.000
H -21.877 -15.252 8.004  0.000
H -22.787 -16.538 7.432  0.000
C -19.479 -12.374 16.833  0.000
C -18.399 -12.410 15.778  0.000
C -18.863 -12.939 14.409  0.000
C -18.930 -14.431 14.287  0.000
N -19.002 -15.591 14.260  0.000
H -20.135 -11.535 16.605  0.000
H -19.154 -12.291 17.870  0.000
H -20.085 -13.276 16.921  0.000
H -17.569 -13.060 16.055  0.000
H -17.933 -11.435 15.636  0.000
H -18.143 -12.747 13.615  0.000
H -19.730 -12.475 13.939  0.000
C -14.750 -14.163 8.139  0.000
C -15.714 -13.183 8.883  0.000
C -15.938 -13.563 10.402  0.000
C -14.611 -13.569 11.038  0.000
N -13.592 -13.509 11.601  0.000
H -14.986 -15.227 8.146  0.000
H -13.744 -14.121 8.556  0.000
H -14.721 -13.697 7.154  0.000
H -16.639 -13.038 8.325  0.000
H -15.184 -12.235 8.975  0.000
H -16.343 -14.571 10.497  0.000
H -16.550 -12.885 10.997  0.000
C -19.050 -8.216 14.024  0.005
C -19.020 -6.875 14.776  0.002
C -20.441 -6.386 15.021  0.001
C -21.134 -7.092 16.124  0.000
N -21.623 -7.726 16.944  0.000
H -19.193 -8.002 12.965  0.002
H -19.777 -8.967 14.334  0.000
H -18.075 -8.702 14.012  0.001
H -18.429 -6.160 14.204  0.000
H -18.498 -6.901 15.733  0.001
H -21.040 -6.498 14.118  0.001
H -20.221 -5.348 15.272  0.000
C -24.960 -13.192 13.309  0.000
C -25.067 -13.448 14.800  0.000
C -23.777 -13.273 15.669  0.000
C -22.786 -14.243 15.204  0.000
N -21.990 -14.913 14.709  0.000
H -25.898 -13.338 12.774  0.000
H -24.221 -13.840 12.838  0.000
H -24.649 -12.148 13.280  0.000
H -25.290 -14.501 14.973  0.000
H -25.908 -12.985 15.315  0.000
H -23.951 -13.387 16.739  0.000
H -23.241 -12.336 15.518  0.000
C -16.944 -9.175 10.116  0.000
C -17.871 -9.402 8.978  0.000
C -17.952 -8.211 8.093  0.000
C -16.895 -7.968 7.174  0.000
N -16.044 -7.745 6.493  0.000
H -16.734 -10.189 10.455  0.000
H -17.153 -8.472 10.922  0.000
H -15.980 -8.841 9.732  0.000
H -18.904 -9.578 9.276  0.000
H -17.508 -10.296 8.471  0.000
H -18.340 -7.352 8.641  0.000
H -18.814 -8.374 7.446  0.000
C -26.208 -11.037 7.106  0.000
C -26.010 -9.549 7.352  0.001
C -26.149 -9.099 8.797  0.000
C -27.472 -9.219 9.468  0.000
N -28.541 -9.284 9.981  0.001
H -26.829 -11.451 7.900  0.000
H -25.256 -11.554 7.221  0.000
H -26.617 -11.249 6.118  0.000
H -26.711 -9.003 6.721  0.000
H -24.934 -9.503 7.185  0.000
H -25.854 -8.061 8.946  0.000
H -25.524 -9.733 9.427  0.000
C -19.096 -15.601 7.675  0.000
C -18.221 -16.620 6.935  0.000
C -17.279 -17.359 7.924  0.000
C -18.040 -18.401 8.669  0.000
N -18.655 -19.234 9.225  0.000
H -18.376 -15.047 8.277  0.000
H -19.703 -16.118 8.418  0.000
H -19.551 -14.857 7.021  0.000
H -17.614 -16.171 6.149  0.000
H -18.810 -17.355 6.387  0.000
H -16.893 -16.588 8.591  0.000
H -16.437 -17.802 7.392  0.000
C -23.159 -5.364 9.759  0.011
C -23.611 -4.219 10.700  0.003
C -23.633 -2.811 10.100  0.002
C -24.377 -2.889 8.810  0.000
N -24.965 -2.944 7.799  0.001
H -23.403 -6.376 10.080  0.006
H -22.071 -5.418 9.762  0.000
H -23.529 -5.228 8.742  0.001
H -23.154 -4.269 11.689  0.000
H -24.650 -4.442 10.943  0.001
H -22.657 -2.420 9.813  0.000
H -24.097 -2.115 10.799  0.000
C -21.173 -8.106 6.180  0.007
C -22.582 -8.110 5.579  0.003
C -23.089 -9.381 4.858  0.002
C -24.459 -9.092 4.197  0.000
N -25.477 -8.825 3.722  0.001
H -20.361 -8.465 5.547  0.000
H -21.217 -8.879 6.947  0.003
H -20.893 -7.221 6.751  0.001
H -22.507 -7.384 4.769  0.002
H -23.257 -7.769 6.363  0.000
H -23.122 -10.131 5.648  0.001
H -22.405 -9.905 4.191  0.000

For the frontier orbital gap (alpha / beta), the calculation gives 0.248 / 0.098 Eh. As for the spin multiplicity: 2. The calculation puts the HOMO energy (alpha / beta) at -14.582 / -14.574 eV. As for the net charge: +2.